2 unconnected molecules or ions with the total composition C4H6N2O at a distorted geometry, computed with wB97M-V/def2-TZVPD.

As for the structure (SMILES): N=C=CN.C=C=O. For the max |F|, the calculation gives 4.5 eV/A. The calculation puts the HOMO energy at -7.945 eV. The lowest unoccupied orbital energy comes out at 0.0214 Eh. The electronic energy comes out at -340.6480 Eh.

The geometry in ORCA input format:
```
! RIJCOSX wB97M-V def2-TZVPD def2/J DEFGRID3
* xyz 0 1
C 0.18448 -0.30130 1.04554
C 1.18317 0.53414 1.15964
C -0.98877 -0.25714 -2.02399
C -1.50022 0.94913 -1.98905
N 0.09503 -1.51086 1.83301
N 1.93528 1.50226 1.15182
O -0.67272 -1.38524 -2.10029
H -0.66024 0.10420 0.64575
H -2.35377 1.26250 -1.46512
H -0.33403 -2.23243 1.36801
H -0.71302 1.72912 -2.15020
H 1.12116 -1.85701 1.99807
H 2.70365 1.46264 0.52682
*
```

Atomic partial charges in e from the Mulliken method, atoms 1 to 6: atom 1 (C): -0.567, atom 2 (C): 0.374, atom 3 (C): 0.683, atom 4 (C): -0.883, atom 5 (N): -0.599, atom 6 (N): -0.537

2 unconnected molecules or ions with the total composition C4H6N2O, computed with wB97M-V/def2-TZVPD.

For the max |F|, the calculation gives 0.9 eV/A. The calculation puts the HOMO energy at -8.688 eV. The lowest unoccupied orbital energy comes out at -0.0117 Eh. The electronic energy comes out at -340.6175 Eh.

The geometry in ORCA input format:
```
! RIJCOSX wB97M-V def2-TZVPD def2/J DEFGRID3
* xyz 0 1
N -1.58210 1.05012 -0.08211
C -0.90547 -0.01777 -0.17248
C 0.35731 -0.25754 -0.90935
O 0.46909 0.20051 -2.16019
C 1.19306 -0.82930 -0.02466
C 0.45235 -1.18659 1.21913
N -0.84363 -0.91733 0.90993
H -1.26461 1.74065 -0.76181
H -0.13856 1.35411 1.44326
H 1.36684 0.03721 -2.48245
H 2.26611 -0.94095 -0.12934
H 0.37063 0.89033 1.76010
H -1.52575 -0.78190 1.64664
*
```

Atomic partial charges in e from the Mulliken method, atoms 1 to 6: atom 1 (N): -0.617, atom 2 (C): -0.089, atom 3 (C): 0.784, atom 4 (O): -0.483, atom 5 (C): -0.234, atom 6 (C): -0.713

C4H6N2O in the gas phase at a distorted geometry, computed with wB97M-V/def2-TZVPD.

As for the structure (SMILES): C=C(C#N)NCO. For the max |F|, the calculation gives 3.6 eV/A. The calculation puts the HOMO energy at -9.301 eV. The lowest unoccupied orbital energy comes out at 0.0236 Eh. The electronic energy comes out at -340.7188 Eh.

The geometry in ORCA input format:
```
! RIJCOSX wB97M-V def2-TZVPD def2/J DEFGRID3
* xyz 0 1
C 0.69156 -2.20787 -1.77694
C 1.88020 -0.56030 -0.37021
C 0.74204 -1.21767 -0.56730
C -0.99638 0.16241 0.43849
N 0.65520 -2.92209 -2.66753
N -0.44443 -1.12428 0.14350
O -1.72700 0.61384 -0.68797
H 1.98092 0.17909 0.40730
H 2.74113 -0.75029 -0.97628
H -0.18416 0.85739 0.68202
H -1.66565 0.06501 1.30729
H -1.15439 -1.76665 -0.18225
H -2.07261 1.49871 -0.53311
*
```

Atomic partial charges in e from the Mulliken method, atoms 1 to 6: atom 1 (C): 0.018, atom 2 (C): -1.027, atom 3 (C): 0.819, atom 4 (C): -0.360, atom 5 (N): -0.381, atom 6 (N): -0.318

C4H6N2O in the gas phase, computed with wB97M-V/def2-TZVPD.

For the max |F|, the calculation gives 0.5 eV/A. The calculation puts the HOMO energy at -9.021 eV. The lowest unoccupied orbital energy comes out at 0.0279 Eh. The electronic energy comes out at -340.6899 Eh.

The geometry in ORCA input format:
```
! RIJCOSX wB97M-V def2-TZVPD def2/J DEFGRID3
* xyz 0 1
C -1.82625 -0.21022 0.44796
C -0.53881 1.05226 -1.10822
C -0.80131 -0.37883 -0.69287
N 0.44713 -0.93533 -0.16778
C 1.22869 0.05372 -0.13958
N 2.52094 0.17574 0.25887
O 0.68798 1.26431 -0.65847
H -2.82073 0.01323 0.05600
H -1.85225 -1.12692 1.03918
H -1.52368 0.61512 1.10436
H -1.22034 -1.00421 -1.48821
H 2.80414 1.08944 0.57825
H 2.89448 -0.60831 0.77051
*
```

Atomic partial charges in e from the Mulliken method, atoms 1 to 6: atom 1 (C): -1.126, atom 2 (C): -0.343, atom 3 (C): 0.425, atom 4 (N): -0.636, atom 5 (C): 0.500, atom 6 (N): -0.437

C4H6N2O in the gas phase, computed with wB97M-V/def2-TZVPD.

As for the structure (SMILES): Cc1ncc(O)[nH]1. For the max |F|, the calculation gives 1.0 eV/A. The calculation puts the HOMO energy at -8.066 eV. The lowest unoccupied orbital energy comes out at 0.0272 Eh. The electronic energy comes out at -340.7411 Eh.

The geometry in ORCA input format:
```
! RIJCOSX wB97M-V def2-TZVPD def2/J DEFGRID3
* xyz 0 1
C 2.12987 -0.26878 0.15418
C 0.67241 -0.08474 -0.05983
N 0.11152 -0.38437 -1.20144
C -1.18402 0.02728 -1.07912
C -1.44254 0.45238 0.18010
O -2.64957 0.17139 0.75773
N -0.21498 0.45756 0.84629
H 2.45258 -0.95892 -0.62945
H 2.39873 -0.68250 1.13088
H 2.65109 0.68041 0.00684
H -1.94753 -0.09207 -1.83459
H -3.04328 -0.41855 0.09074
H 0.09193 1.06448 1.59986
*
```

Atomic partial charges in e from the Mulliken method, atoms 1 to 6: atom 1 (C): -1.008, atom 2 (C): 0.437, atom 3 (N): -0.564, atom 4 (C): -0.548, atom 5 (C): 0.444, atom 6 (O): -0.511

C4H6N2O in the gas phase at a distorted geometry, computed with wB97M-V/def2-TZVPD.

As for the structure (SMILES): Cc1ncc(O)[nH]1. For the max |F|, the calculation gives 1.4 eV/A. The calculation puts the HOMO energy at -8.317 eV. The lowest unoccupied orbital energy comes out at 0.0256 Eh. The electronic energy comes out at -340.7444 Eh.

The geometry in ORCA input format:
```
! RIJCOSX wB97M-V def2-TZVPD def2/J DEFGRID3
* xyz 0 1
C 2.13968 -0.28166 0.25466
C 0.70991 -0.14656 -0.14694
N 0.12055 -0.66927 -1.16829
C -1.24227 -0.43161 -0.96374
C -1.42723 0.26599 0.17996
O -2.53234 0.68847 0.83249
N -0.16630 0.51545 0.74289
H 2.78888 -0.30565 -0.61930
H 2.23756 -1.23253 0.79102
H 2.46505 0.50704 0.94284
H -1.98222 -0.79096 -1.66437
H -3.30024 0.43101 0.30337
H 0.18897 1.45028 0.51540
*
```

Atomic partial charges in e from the Mulliken method, atoms 1 to 6: atom 1 (C): -0.968, atom 2 (C): 0.422, atom 3 (N): -0.587, atom 4 (C): -0.356, atom 5 (C): 0.443, atom 6 (O): -0.497

C4H6N2O in the gas phase, computed with wB97M-V/def2-TZVPD.

For the max |F|, the calculation gives 0.5 eV/A. The calculation puts the HOMO energy at -8.872 eV. The lowest unoccupied orbital energy comes out at 0.0236 Eh. The electronic energy comes out at -340.6943 Eh.

The geometry in ORCA input format:
```
! RIJCOSX wB97M-V def2-TZVPD def2/J DEFGRID3
* xyz 0 1
C -0.07623 2.06579 0.13385
C -0.02570 0.57980 0.01756
N 0.60047 -0.13947 -0.81424
C 0.16658 -1.52728 -0.51730
C -0.78611 -1.51512 0.68377
O 1.22355 -2.38256 -0.20619
N -0.82618 -0.21635 0.91766
H 0.53029 2.52900 -0.64482
H 0.28088 2.39638 1.11576
H -1.11303 2.40641 0.02693
H -0.39357 -1.85889 -1.40947
H 1.74762 -2.52728 -1.00127
H -1.32858 0.18957 1.69779
*
```

Atomic partial charges in e from the Mulliken method, atoms 1 to 6: atom 1 (C): -1.093, atom 2 (C): 0.475, atom 3 (N): -0.531, atom 4 (C): 0.405, atom 5 (C): -0.493, atom 6 (O): -0.506

C4H6N2O in the gas phase at a distorted geometry, computed with wB97M-V/def2-TZVPD.

As for the structure (SMILES): [H]/N=C(/C#N)OCC. For the max |F|, the calculation gives 1.2 eV/A. The calculation puts the HOMO energy at -11.022 eV. The lowest unoccupied orbital energy comes out at 0.0227 Eh. The electronic energy comes out at -340.7283 Eh.

The geometry in ORCA input format:
```
! RIJCOSX wB97M-V def2-TZVPD def2/J DEFGRID3
* xyz 0 1
C 0.66978 -1.21845 -1.57515
C 0.04347 -0.09945 -0.77472
O 0.41601 -0.16586 0.61120
C -0.19535 0.76697 1.37074
N -0.77950 1.84295 1.05516
C -0.34182 0.41237 2.77812
N -0.69194 0.24244 3.86640
H 0.44788 -2.19685 -1.14317
H 0.23856 -1.18614 -2.58258
H 1.75216 -1.09998 -1.66531
H -1.04869 -0.17281 -0.80129
H 0.33888 0.86975 -1.19370
H -0.84944 2.00506 0.05429
*
```

Atomic partial charges in e from the Mulliken method, atoms 1 to 6: atom 1 (C): -1.273, atom 2 (C): -0.302, atom 3 (O): -0.295, atom 4 (C): 0.561, atom 5 (N): -0.560, atom 6 (C): 0.244

C4H6N2O in the gas phase at a distorted geometry, computed with wB97M-V/def2-TZVPD.

As for the structure (SMILES): Cc1ncc(O)[nH]1. For the max |F|, the calculation gives 2.0 eV/A. The calculation puts the HOMO energy (spin up / spin down) at -7.769 / -7.770 eV. The lowest unoccupied orbital energy (spin up / spin down) comes out at 0.0097 / 0.0097 Eh. The electronic energy comes out at -340.6814 Eh.

The geometry in ORCA input format:
```
! RIJCOSX wB97M-V def2-TZVPD def2/J DEFGRID3
* xyz 0 1
C 2.07292 -0.29332 0.16707
C 0.64563 -0.00421 -0.11629
N 0.03948 -0.36744 -1.25581
C -1.19455 0.11508 -1.12091
C -1.45440 0.70011 0.12444
O -2.28623 -0.37543 0.68394
N -0.17064 0.64816 0.72049
H 2.43400 -0.99603 -0.58612
H 2.19489 -0.73535 1.16160
H 2.66560 0.62298 0.11543
H -1.98949 -0.08462 -1.83120
H -3.16851 -0.26506 0.32599
H 0.14731 1.14775 1.54283
*
```

Atomic partial charges in e from the Mulliken method, atoms 1 to 6: atom 1 (C): -1.040, atom 2 (C): 0.523, atom 3 (N): -0.567, atom 4 (C): -0.126, atom 5 (C): -0.037, atom 6 (O): -0.485

C4H6N2O in the gas phase, computed with wB97M-V/def2-TZVPD.

For the max |F|, the calculation gives 0.4 eV/A. The calculation puts the HOMO energy (spin up / spin down) at -8.637 / -8.638 eV. The lowest unoccupied orbital energy (spin up / spin down) comes out at -0.0115 / -0.0115 Eh. The electronic energy comes out at -340.6159 Eh.

The geometry in ORCA input format:
```
! RIJCOSX wB97M-V def2-TZVPD def2/J DEFGRID3
* xyz 0 1
C 0.48159 2.34784 0.15906
O -0.49150 1.54772 -0.48127
C -0.36364 0.21290 -0.32746
N 0.60075 -0.30481 0.43938
N 0.49376 -1.61011 0.37007
C -0.68858 -1.96722 -0.39215
C -1.21410 -0.71984 -0.98307
H 0.23358 3.37851 -0.09775
H 0.45771 2.21874 1.24836
H 1.49106 2.10510 -0.19542
H 1.05497 -2.17691 0.98747
H -0.53938 -2.83886 -1.03633
H -1.51621 -2.19305 0.30910
*
```

Atomic partial charges in e from the Mulliken method, atoms 1 to 6: atom 1 (C): -0.612, atom 2 (O): -0.348, atom 3 (C): 0.816, atom 4 (N): -0.402, atom 5 (N): -0.025, atom 6 (C): -0.230

C4H6N2O in the gas phase at a distorted geometry, computed with wB97M-V/def2-TZVPD.

As for the structure (SMILES): [H]/N=C/OCCC#N. For the max |F|, the calculation gives 1.1 eV/A. The calculation puts the HOMO energy at -10.702 eV. The lowest unoccupied orbital energy comes out at 0.0243 Eh. The electronic energy comes out at -340.7303 Eh.

The geometry in ORCA input format:
```
! RIJCOSX wB97M-V def2-TZVPD def2/J DEFGRID3
* xyz 0 1
N 1.59435 0.20251 1.52083
C 0.41530 -0.20341 1.70102
O -0.68907 0.44860 1.25910
C -0.68919 0.88416 -0.09430
C -0.67458 -0.36150 -1.01639
C 0.25868 -0.29612 -2.14066
N 0.98608 -0.28458 -3.03944
H 2.24472 -0.45592 1.94955
H 0.12533 -1.12610 2.21128
H 0.13688 1.56795 -0.30790
H -1.63309 1.42173 -0.20718
H -0.40276 -1.23732 -0.41935
H -1.67265 -0.56000 -1.41654
*
```

Atomic partial charges in e from the Mulliken method, atoms 1 to 6: atom 1 (N): -0.609, atom 2 (C): 0.077, atom 3 (O): -0.390, atom 4 (C): -0.527, atom 5 (C): -0.232, atom 6 (C): 0.202

A molecular structure, C4H6N2O at a distorted geometry, computed with wB97M-V/def2-TZVPD.

For the max |F|, the calculation gives 3.9 eV/A. The calculation puts the HOMO energy at -7.473 eV. The lowest unoccupied orbital energy comes out at 0.0312 Eh. The electronic energy comes out at -340.7021 Eh.

The geometry in ORCA input format:
```
! RIJCOSX wB97M-V def2-TZVPD def2/J DEFGRID3
* xyz 0 1
N -0.56944 1.94498 0.21984
C -0.26516 0.58449 0.17689
C 0.81998 0.00833 -0.42547
O 1.69799 0.77511 -1.17894
C 0.73452 -1.40467 -0.29879
C -0.41208 -1.63766 0.40634
N -1.01427 -0.42467 0.69563
H 0.22531 2.43166 -0.19032
H -0.74158 2.28962 1.15789
H 0.85850 0.43592 -1.75594
H 1.43188 -2.14026 -0.67820
H -0.86056 -2.56291 0.72440
H -1.92687 -0.30358 1.09831
*
```

Atomic partial charges in e from the Mulliken method, atoms 1 to 6: atom 1 (N): -0.589, atom 2 (C): -0.236, atom 3 (C): 0.729, atom 4 (O): -0.618, atom 5 (C): -0.676, atom 6 (C): -0.607

Q: Which formula does entry 6 have?
A: C4H6N2O